ORCA calculation (ωB97M-V/def2-TZVPD) on 3 unconnected molecules or ions with the total composition C15H35BNO12P3S in a non-equilibrium geometry.

gap between HOMO and LUMO	7.35	eV
SMILES	O=C(O)CB(N=C=S)P(O)O.CCOP(=O)(OCC)OCC.CCOP(=O)(OCC)OCC
DFT total energy	-2997.39165	hartree

Last column: Mulliken charge in e.
Geometry (Å):
O  2.814  3.540  5.129  -0.495
C  1.756  3.371  5.660  0.413
O  1.012  4.381  6.192  -0.468
C  1.147  1.996  5.834  -0.274
B  1.440  1.531  7.330  0.393
N  0.429  1.784  8.391  -0.369
C  -0.106  0.758  8.761  0.472
S  -0.734  -0.470  9.521  -0.320
P  3.000  0.598  7.914  0.098
O  4.023  1.563  8.773  -0.494
O  3.842  -0.026  6.653  -0.473
H  1.635  4.984  6.621  0.363
H  1.556  1.295  5.107  0.203
H  0.056  2.042  5.731  0.263
H  3.488  2.139  9.334  0.347
H  3.383  -0.809  6.335  0.351
C  -0.646  3.416  -2.095  -0.908
C  0.096  4.067  -0.940  -0.384
O  0.714  3.101  -0.088  -0.312
P  2.083  2.376  -0.590  0.950
O  3.106  3.459  -0.578  -0.795
O  2.485  1.530  0.750  -0.297
C  3.785  1.634  1.337  -0.415
C  3.759  2.574  2.524  -0.769
O  1.282  1.050  -1.175  -0.129
C  1.879  0.335  -2.277  -0.257
C  3.174  -0.349  -1.878  -1.185
H  0.049  2.932  -2.786  0.192
H  -1.215  4.160  -2.654  0.421
H  -1.327  2.647  -1.730  0.217
H  0.846  4.772  -1.311  0.305
H  -0.604  4.625  -0.319  0.339
H  4.527  1.944  0.601  0.381
H  4.063  0.631  1.670  0.377
H  3.388  3.559  2.242  0.312
H  4.756  2.687  2.952  0.421
H  3.094  2.194  3.292  -0.126
H  2.048  1.022  -3.110  0.328
H  1.150  -0.407  -2.602  0.310
H  3.949  0.383  -1.631  0.303
H  3.544  -0.972  -2.692  0.452
H  3.023  -0.969  -0.994  0.254
C  -1.572  -5.987  -4.777  -0.902
C  -2.739  -5.371  -5.530  -0.343
O  -3.591  -4.613  -4.671  -0.339
P  -3.100  -3.142  -4.179  1.112
O  -3.130  -2.307  -5.413  -0.779
O  -4.441  -2.621  -3.400  -0.345
C  -5.041  -1.363  -3.710  -0.284
C  -6.231  -1.553  -4.626  -1.191
O  -2.498  -3.707  -2.747  -0.293
C  -1.398  -2.985  -2.151  -0.364
C  -1.810  -1.599  -1.693  -1.049
H  -0.885  -5.217  -4.418  0.188
H  -1.012  -6.663  -5.425  0.403
H  -1.925  -6.539  -3.907  0.246
H  -2.380  -4.741  -6.350  0.287
H  -3.355  -6.158  -5.963  0.324
H  -4.315  -0.676  -4.143  0.351
H  -5.372  -0.929  -2.764  0.363
H  -5.946  -2.077  -5.538  0.295
H  -6.669  -0.591  -4.899  0.376
H  -6.995  -2.158  -4.135  0.285
H  -0.572  -2.926  -2.867  0.296
H  -1.057  -3.577  -1.303  0.362
H  -2.073  -0.963  -2.544  0.302
H  -0.996  -1.116  -1.149  0.380
H  -2.686  -1.652  -1.048  0.326

Forces on atoms 1 to 3 (eV/Å):
O 0.139 0.401 0.457
C 0.123 -0.585 -0.332
O 0.065 -0.561 0.566

---

ORCA calculation (ωB97M-V/def2-TZVPD) on a molecular structure, C33H37AsBN6OSr.

charge	+1
gap between HOMO and LUMO	7.42	eV
DFT total energy	-3974.82067	hartree

Last column: Mulliken charge in e.
Geometry (Å):
Sr  0.012  0.547  -1.884  2.055
C  -2.212  3.224  3.383  -1.388
C  -0.843  2.640  3.327  0.780
C  0.178  2.787  4.236  -1.083
C  1.259  2.058  3.700  0.197
N  0.921  1.513  2.542  -0.863
N  -0.373  1.866  2.316  0.920
B  -0.884  1.214  1.043  -0.523
N  -2.192  1.669  0.311  1.040
N  -1.967  1.890  -1.013  -1.022
C  -3.140  1.899  -1.636  0.322
C  -4.164  1.670  -0.713  -1.377
C  -3.524  1.507  0.504  0.812
C  -4.160  1.127  1.796  -1.490
C  -3.142  2.006  -3.105  0.699
C  -4.122  1.375  -3.866  -0.687
C  -4.068  1.415  -5.251  -0.662
C  -3.031  2.076  -5.894  -0.483
C  -2.053  2.716  -5.145  -0.743
C  -2.110  2.687  -3.759  -0.286
N  -0.897  -0.332  1.164  1.829
N  -0.704  -1.000  -0.002  -0.590
C  -0.774  -2.302  0.284  -0.462
C  -0.998  -2.480  1.651  -1.760
C  -1.065  -1.197  2.179  0.796
C  -1.204  -0.772  3.603  -1.014
C  -0.560  -3.288  -0.789  0.248
C  0.039  -4.518  -0.518  -0.473
C  0.306  -5.413  -1.541  -0.634
C  -0.017  -5.094  -2.855  -0.391
C  -0.633  -3.883  -3.134  -0.979
C  -0.912  -2.992  -2.105  -0.194
C  2.612  1.884  4.256  0.579
C  3.685  1.568  3.425  -0.298
C  4.955  1.402  3.952  -0.547
C  5.172  1.553  5.315  -0.423
C  4.110  1.870  6.149  -0.678
C  2.838  2.034  5.621  -0.596
H  -2.225  4.042  4.100  0.479
H  -2.534  3.608  2.415  0.317
H  -2.936  2.485  3.726  0.084
H  0.153  3.377  5.136  0.515
H  -0.020  1.458  0.219  -0.518
H  -5.225  1.618  -0.890  0.529
H  -5.081  0.584  1.591  0.445
H  -3.512  0.483  2.388  0.181
H  -4.418  2.002  2.389  0.285
H  -4.922  0.843  -3.367  0.393
H  -4.838  0.924  -5.832  0.414
H  -2.994  2.107  -6.975  0.421
H  -1.262  3.263  -5.643  0.418
H  -1.396  3.251  -3.167  0.711
H  -1.106  -3.403  2.194  0.550
H  -1.266  -1.651  4.241  0.439
H  -0.339  -0.182  3.906  0.085
H  -2.095  -0.167  3.776  0.189
H  0.313  -4.761  0.501  0.402
H  0.769  -6.364  -1.312  0.420
H  0.184  -5.797  -3.653  0.451
H  -0.927  -3.643  -4.148  0.419
H  -1.468  -2.087  -2.328  0.872
H  3.505  1.461  2.363  0.473
H  5.785  1.162  3.300  0.370
H  6.166  1.427  5.725  0.387
H  4.271  1.988  7.212  0.387
H  2.009  2.269  6.278  0.341
C  3.082  -2.492  -1.372  -0.654
As  3.098  -1.478  -2.994  0.639
C  3.030  -2.691  -4.471  -0.879
C  4.727  -0.477  -3.083  -1.044
O  1.789  -0.443  -3.042  -0.837
H  3.971  -3.119  -1.314  0.453
H  2.188  -3.114  -1.358  -0.090
H  3.063  -1.805  -0.526  0.351
H  3.891  -3.357  -4.448  0.382
H  3.027  -2.122  -5.399  0.360
H  2.113  -3.272  -4.391  0.172
H  5.579  -1.155  -3.099  0.379
H  4.790  0.171  -2.211  0.336
H  4.720  0.129  -3.987  0.343

Forces on atoms 1 to 3 (eV/Å):
Sr -0.226 -0.034 -0.154
C -0.030 -0.039 0.066
C 0.032 0.121 -0.060

---

ORCA calculation (ωB97M-V/def2-TZVPD) on a molecular structure, C37H52BBaN9O2S2Si in a non-equilibrium geometry.

charge	-2
gap between HOMO and LUMO	5.46	eV
DFT total energy	-3220.84124	hartree

Last column: Mulliken charge in e.
Geometry (Å):
Ba  0.727  0.249  -0.853  0.873
C  0.842  -6.368  2.985  -1.270
C  0.054  -5.371  2.153  -0.199
N  0.918  -4.768  1.158  -0.095
C  0.427  -3.718  0.377  0.212
S  1.670  -2.670  -0.237  -0.388
N  -0.856  -3.689  0.240  -0.888
N  -1.475  -2.697  -0.492  0.124
C  -1.320  -2.628  -1.759  0.082
C  -0.457  -3.445  -2.663  -1.370
C  -2.235  -1.643  -2.413  0.215
C  -3.590  -1.959  -2.543  -0.526
C  -4.428  -1.049  -3.154  -0.669
C  -3.895  0.148  -3.614  -0.975
C  -2.542  0.374  -3.441  -0.109
N  -1.724  -0.501  -2.857  0.275
H  0.209  -6.820  3.749  0.375
H  1.678  -5.882  3.492  0.330
H  1.248  -7.163  2.358  0.311
H  -0.400  -4.602  2.794  0.238
H  -0.771  -5.871  1.644  0.220
H  1.853  -4.559  1.475  0.224
H  0.378  -2.840  -3.026  0.117
H  -1.038  -3.769  -3.530  0.426
H  -0.045  -4.307  -2.142  0.437
H  -3.954  -2.899  -2.151  0.533
H  -5.484  -1.266  -3.268  0.390
H  -4.509  0.900  -4.090  0.404
H  -2.082  1.299  -3.770  0.699
C  4.116  -0.074  -1.326  -0.850
Si  3.942  -0.771  -3.089  0.031
C  4.097  -2.645  -2.936  -0.882
C  5.534  -0.267  -4.004  -1.270
N  2.447  -0.283  -3.687  0.268
C  2.010  0.135  -4.886  -0.544
C  2.838  0.450  -6.000  -0.081
C  2.323  0.903  -7.199  -0.662
C  0.957  1.071  -7.394  -0.609
C  0.118  0.757  -6.327  -0.218
C  0.622  0.306  -5.126  0.428
H  5.158  0.071  -1.036  0.434
H  3.682  -0.747  -0.581  0.256
H  3.631  0.904  -1.241  0.170
H  5.036  -2.932  -2.457  0.275
H  4.058  -3.112  -3.923  0.291
H  3.283  -3.050  -2.339  0.131
H  6.396  -0.626  -3.435  0.344
H  5.623  0.815  -4.111  0.339
H  5.582  -0.702  -5.003  0.333
H  3.908  0.343  -5.900  0.081
H  3.013  1.140  -8.004  0.329
H  0.561  1.434  -8.335  0.339
H  -0.958  0.866  -6.436  0.349
H  -0.045  0.054  -4.314  0.127
C  -0.201  -1.081  7.874  -2.150
C  0.951  -0.076  7.844  2.178
C  0.557  1.128  8.710  -1.642
C  2.186  -0.753  8.457  -1.670
C  1.274  0.393  6.425  0.550
C  2.350  1.259  6.224  -0.478
C  2.731  1.700  4.958  -1.769
C  1.999  1.249  3.880  0.912
O  2.158  1.501  2.566  -1.137
B  1.131  0.791  1.835  0.819
O  0.362  0.119  2.868  -0.858
C  0.913  0.405  4.065  0.327
C  0.534  -0.037  5.317  -0.700
H  -0.345  -1.440  8.896  0.436
H  0.000  -1.945  7.240  0.433
H  -1.137  -0.631  7.543  0.382
H  0.380  0.818  9.744  0.425
H  -0.353  1.591  8.328  0.389
H  1.341  1.885  8.713  0.323
H  1.935  -1.207  9.419  0.441
H  2.991  -0.038  8.622  0.333
H  2.564  -1.532  7.794  0.374
H  2.920  1.604  7.077  0.337
H  3.568  2.370  4.821  0.427
H  -0.316  -0.695  5.410  0.533
C  -3.649  4.615  -3.062  -0.626
C  -2.196  4.723  -2.649  -0.671
N  -1.753  3.437  -2.141  0.462
C  -2.528  2.637  -1.347  -0.493
N  -1.976  1.642  -0.741  0.300
C  -2.801  0.766  0.068  -0.023
C  -4.013  1.483  0.640  -0.854
C  -4.774  2.099  -0.518  -0.848
N  -3.889  2.888  -1.359  0.518
C  -4.429  4.141  -1.853  -0.813
H  -3.760  3.899  -3.881  0.256
H  -4.025  5.586  -3.391  0.387
H  -2.080  5.515  -1.901  0.266
H  -1.550  4.980  -3.490  0.323
H  -0.769  3.445  -1.872  -0.316
H  -2.182  0.361  0.874  0.192
H  -3.139  -0.095  -0.522  -0.200
H  -3.685  2.265  1.330  0.337
H  -4.657  0.791  1.186  0.396
H  -5.571  2.758  -0.157  0.571
H  -5.249  1.304  -1.110  0.206
H  -4.394  4.916  -1.072  0.282
H  -5.482  3.971  -2.100  0.520
S  1.204  4.831  -1.320  -0.406
C  0.208  6.118  -0.921  0.362
N  -0.482  7.016  -0.653  -0.745

Forces on atoms 1 to 3 (eV/Å):
Ba -0.436 -0.119 -1.763
C -0.006 0.000 0.012
C -0.051 -0.022 -0.009

---

ORCA calculation (ωB97M-V/def2-TZVPD) on a single C3H3NO2 molecule in a non-equilibrium geometry.

multiplicity	3
expectation value of S²	2.0180
gap between HOMO and LUMO (alpha / beta)	7.35 / 6.34	eV
DFT total energy	-321.16024	hartree

Last column: Mulliken charge in e.
Geometry (Å):
C  -0.692  -0.673  0.183  -0.100
C  -1.214  0.697  0.472  -0.088
C  1.617  -0.234  -0.439  0.121
N  0.509  -0.947  -0.136  -0.288
O  -1.115  1.539  -0.358  -0.333
O  2.415  0.169  0.324  -0.402
H  -1.436  -1.498  0.109  0.355
H  -1.731  1.066  1.351  0.383
H  1.647  -0.119  -1.505  0.353

Forces on atoms 1 to 3 (eV/Å):
C -1.756 -0.986 0.850
C -0.585 -1.133 0.757
C -0.768 -0.336 -2.012